# C4H6O2S

C4H6O2S in the gas phase in a non-equilibrium geometry (ωB97M-V with the def2-TZVPD basis set, the Open Molecules 2025 dataset).

Output
Kohn-Sham gap in eV: 9.2
F_max in eV/Å: 1.4
HOMO in eV: -8.86
SMILES string: CS/C=C\C(=O)O
Electronic energy in Eh: -704.66821

ORCA input file:
```
! wB97M-V def2-TZVPD RIJCOSX def2/J DEFGRID3
* xyz 0 1
C -1.35223 -1.32960 0.59416
C -0.62261 1.32861 0.01107
C 0.70654 1.15971 0.09330
C 1.47484 -0.05659 -0.17395
H -0.89870 -1.87748 -0.22186
H -2.14911 -1.96636 1.00397
H -0.67454 -1.05919 1.45518
H -1.00033 2.33561 0.16420
H 1.28007 1.95970 0.47425
H 3.20679 -0.74595 0.11952
O 2.70286 0.05226 0.37820
O 1.15203 -1.07711 -0.72819
S -1.99016 0.18374 -0.20893
*
```

These are the Löwdin partial charges, in e, on atoms 1 to 4:
1. C -0.395
2. C -0.388
3. C -0.084
4. C -0.550